No. 1
The following is a DFT calculation (the ωB97M-V functional and the def2-TZVPD basis) of C2H9N2S as an isolated structure.

2S+1   3
Orbital gap (spin up / spin down)   7.37 / 5.22 eV
Relative energy (zero: lowest compared OMol25 entry of this formula, charge and spin)   28.19 kJ/mol
Total charge   +1
HOMO (spin up / spin down)   -10.26 / -13.10 eV
Energy   -588.879833 Eh
Maximum force   4.2 eV/Å

```
14
Properties=species:S:1:pos:R:3:forces:R:3
C -1.871 0.398 0.108 -0.64 1.81 -1.57
C -0.409 0.083 -0.004 0.05 3.21 -0.40
N -2.839 -0.616 -0.260 1.36 3.49 1.82
N 2.608 -0.335 -0.101 1.13 -1.31 0.69
S 0.062 -1.480 -0.077 -0.23 -2.47 0.18
H -2.260 1.421 -0.404 0.89 -1.91 0.70
H -2.026 0.762 1.164 -0.63 -0.49 0.08
H 0.339 0.978 -0.037 -1.73 -1.69 0.06
H -2.520 -1.534 -0.059 0.05 -1.62 -0.31
H -3.761 -0.271 -0.008 -0.35 -0.79 -0.42
H 2.867 -0.659 0.838 0.65 0.02 -0.44
H 3.151 -0.791 -0.835 0.34 0.07 0.37
H 2.785 0.648 -0.121 -0.42 0.77 -0.26
H 1.590 -0.953 -0.132 -0.47 0.92 -0.50
```
Positions in Å, forces in eV/Å.

---

No. 2
The following is a DFT calculation (the ωB97M-V functional and the def2-TZVPD basis) of C40H44F9N5O5PS2Y as an isolated structure.

Orbital gap   8.37 eV
Relative energy (zero: lowest compared OMol25 entry of this formula, charge and spin)   37.02 kJ/mol
Total charge   +2
HOMO   -12.53 eV
Energy   -4275.348015 Eh
Maximum force   0.5 eV/Å

```
107
Properties=species:S:1:pos:R:3:forces:R:3
Y -1.080 0.350 0.028 -0.23 0.16 -0.47
C -4.244 1.795 0.399 -0.01 0.02 -0.03
O -3.601 0.551 0.090 0.07 -0.08 -0.04
C -4.251 -0.103 -0.998 -0.02 0.03 0.04
C -3.656 -1.478 -1.112 -0.01 0.00 0.05
O -2.233 -1.357 -1.310 0.18 0.08 0.02
C -1.713 -1.702 -2.608 0.03 -0.04 0.00
C -1.140 -0.482 -3.275 -0.04 0.01 0.03
O -0.124 0.016 -2.406 0.06 0.09 0.08
C 0.657 1.027 -3.048 0.00 -0.02 -0.01
H -4.142 2.483 -0.444 0.00 -0.01 0.00
H -3.760 2.197 1.283 0.00 -0.01 -0.01
H -5.299 1.612 0.605 0.00 -0.01 0.02
H -4.099 0.476 -1.917 -0.02 0.01 0.01
H -5.324 -0.179 -0.798 0.01 0.00 0.00
H -4.105 -2.026 -1.940 0.01 -0.02 0.01
H -3.805 -2.038 -0.188 0.01 0.01 0.00
H -2.494 -2.154 -3.219 -0.01 0.03 0.00
H -0.919 -2.433 -2.453 -0.03 -0.01 0.00
H -1.895 0.293 -3.440 0.01 -0.01 0.01
H -0.701 -0.763 -4.237 0.00 0.00 0.01
H 1.126 0.617 -3.944 -0.01 0.00 -0.01
H 1.448 1.318 -2.360 0.01 0.00 0.01
H 0.037 1.885 -3.317 0.00 0.00 0.01
S -1.429 1.574 2.539 0.08 -0.02 -0.18
C -1.652 -0.104 2.843 -0.09 0.02 0.03
N -1.653 -0.987 1.861 -0.02 -0.29 0.30
C -1.841 -2.281 2.337 -0.03 0.02 0.01
C -1.896 -3.434 1.562 0.01 0.00 -0.01
C -2.046 -4.655 2.194 0.00 0.00 -0.01
C -2.156 -4.732 3.585 0.00 0.01 0.00
C -2.130 -3.589 4.364 -0.01 0.00 0.00
C -1.976 -2.364 3.726 0.00 0.00 0.00
S -1.900 -0.769 4.418 0.05 -0.01 0.00
H -1.820 -3.360 0.486 0.01 -0.01 0.01
H -2.082 -5.563 1.607 0.00 0.00 0.00
H -2.274 -5.697 4.059 0.00 0.00 0.00
H -2.231 -3.649 5.439 0.00 0.00 0.00
N 0.463 2.408 0.118 0.07 -0.23 -0.02
C -0.294 3.608 -0.325 0.04 -0.04 -0.07
C 0.703 4.726 -0.652 -0.02 0.05 -0.01
C 0.247 6.121 -1.108 0.00 -0.06 -0.01
C -0.970 6.731 -0.417 -0.05 -0.01 0.02
N -2.182 6.305 -1.115 0.00 0.11 -0.03
C -3.343 6.927 -1.081 0.03 -0.01 -0.01
N -4.322 6.532 -1.906 -0.04 0.04 0.00
N -3.568 7.930 -0.231 -0.02 0.02 0.01
C -1.267 3.178 -1.441 0.15 0.01 0.06
O -1.571 3.966 -2.336 -0.11 0.06 -0.07
O -1.722 1.992 -1.323 -0.13 0.19 -0.03
H 0.740 2.522 1.091 -0.04 -0.03 -0.05
H 1.325 2.364 -0.424 -0.02 -0.01 0.05
H -0.939 3.893 0.515 0.01 0.04 -0.01
H 1.379 4.346 -1.425 0.02 0.00 0.00
H 1.313 4.847 0.248 -0.01 0.01 0.01
H 0.060 6.124 -2.182 0.00 0.00 0.00
H 1.089 6.794 -0.944 0.01 -0.02 -0.02
H -0.896 7.818 -0.472 0.01 0.03 0.00
H -1.015 6.448 0.640 -0.01 0.01 0.01
H -2.050 5.531 -1.778 -0.02 -0.11 0.10
H -4.110 5.904 -2.663 0.00 -0.03 -0.01
H -5.202 7.016 -1.938 0.02 -0.02 0.01
H -2.880 8.196 0.451 0.01 0.00 0.01
H -4.432 8.444 -0.244 0.02 -0.01 0.00
F 1.138 -8.417 -0.897 -0.13 -0.03 -0.06
C 2.188 -7.754 -0.406 0.00 0.03 0.00
F 2.464 -8.265 0.800 0.03 -0.01 0.13
F 3.237 -8.008 -1.196 0.10 0.01 -0.08
C 1.930 -6.269 -0.313 -0.01 0.00 -0.01
C 2.917 -5.461 0.243 0.00 0.00 0.01
C 2.711 -4.100 0.343 0.01 0.00 0.00
C 1.511 -3.535 -0.096 -0.05 0.00 -0.03
C 0.540 -4.352 -0.658 -0.01 0.00 0.00
C 0.746 -5.722 -0.772 0.01 0.00 0.02
P 1.281 -1.731 0.024 0.09 0.10 0.19
C 1.638 -1.357 1.773 0.06 -0.03 0.01
C 1.464 -2.315 2.768 -0.01 -0.03 0.01
C 1.558 -1.960 4.106 -0.01 0.02 0.02
C 1.815 -0.645 4.458 -0.03 -0.03 0.00
C 2.001 0.320 3.479 0.02 0.01 -0.03
C 1.908 -0.038 2.146 -0.02 -0.01 0.01
C 1.894 -0.231 5.905 -0.02 -0.01 -0.02
F 1.209 0.903 6.115 -0.11 0.12 -0.02
F 3.157 0.000 6.277 0.19 0.00 0.01
F 1.394 -1.162 6.722 -0.06 -0.11 0.03
C 2.740 -1.159 -0.923 0.00 0.00 0.00
C 2.707 -1.410 -2.295 0.00 0.00 -0.03
C 3.758 -1.032 -3.112 0.00 0.01 0.02
C 4.850 -0.378 -2.560 -0.01 -0.01 -0.02
C 4.909 -0.142 -1.196 0.00 -0.01 0.02
C 3.862 -0.539 -0.377 0.02 0.00 0.00
C 6.008 0.053 -3.427 -0.03 -0.01 0.02
F 5.684 0.059 -4.723 -0.09 -0.03 -0.16
F 7.059 -0.758 -3.275 0.10 -0.13 0.05
F 6.411 1.290 -3.107 0.02 0.17 0.08
H 3.842 -5.901 0.593 0.00 0.00 0.00
H 3.483 -3.473 0.773 0.00 0.00 -0.01
H -0.395 -3.931 -1.003 0.02 0.02 -0.02
H -0.012 -6.357 -1.209 0.00 -0.01 0.00
H 1.245 -3.344 2.509 -0.01 0.03 0.01
H 1.416 -2.708 4.874 -0.01 0.00 0.01
H 2.205 1.345 3.762 0.00 0.00 0.00
H 2.070 0.718 1.385 -0.01 0.00 0.00
H 1.856 -1.922 -2.730 0.00 0.01 0.01
H 3.731 -1.239 -4.173 0.00 0.00 -0.01
H 5.778 0.342 -0.768 0.01 0.00 0.00
H 3.944 -0.380 0.689 -0.01 0.01 0.01
```
Positions in Å, forces in eV/Å.